[1]
Entry from the OMol25 dataset: a molecular structure, C22H37BrN3PtSi3 (ωB97M-V/def2-TZVPD).

```
67
Properties=species:S:1:pos:R:3:forces:R:3:lowdin_charge:R:1
Pt -1.013312 -0.422578 -0.191626 0.07 0.16 -0.20 0.93
C 2.440624 0.977243 0.793122 -0.05 -0.01 -0.01 -0.16
Si 2.187759 -0.562934 -0.267025 0.00 0.01 -0.01 0.39
C 3.757656 -0.862760 -1.246521 -0.02 0.02 0.01 -0.16
C 1.991533 -1.991976 0.942839 -0.01 0.02 -0.02 -0.18
C 0.686095 -0.382248 -1.393791 0.07 -0.23 -0.04 -0.60
Si 0.085174 -1.943424 -2.204946 0.02 -0.07 -0.05 0.37
C -1.166384 -1.805379 -3.586499 0.00 0.00 0.03 -0.18
C -0.922413 -2.698316 -0.733617 -0.03 0.03 -0.04 -0.22
C 1.354402 -3.213734 -2.725300 -0.02 0.00 0.05 -0.17
Si 0.603517 1.215311 -2.335950 0.05 0.14 0.05 0.48
C -0.404769 1.265096 -3.910724 -0.07 0.04 0.04 -0.17
C 2.214877 2.063214 -2.779054 -0.07 0.00 0.05 -0.16
C -0.279033 2.298651 -1.033801 -0.14 -0.17 0.04 -0.26
C -0.280063 3.685668 -0.991680 -0.05 -0.01 0.08 -0.04
C -0.929963 4.358443 0.030775 -0.11 -0.17 0.16 -0.03
C -1.569808 3.618005 1.020607 0.14 0.10 -0.18 -0.03
C -1.554500 2.240161 0.937796 0.08 0.12 -0.10 -0.14
N -0.938891 1.601964 -0.067887 0.01 0.01 -0.13 -0.12
H 2.948415 0.683626 1.715966 0.03 -0.01 0.00 0.02
H 1.493364 1.448265 1.067177 0.06 -0.02 0.03 0.01
H 3.072807 1.722105 0.308919 -0.02 0.04 -0.04 0.03
H 4.611011 -0.912758 -0.565109 0.00 -0.01 0.00 0.04
H 3.958825 -0.062782 -1.960348 -0.01 0.01 -0.01 0.02
H 3.721970 -1.803334 -1.797606 0.00 -0.01 -0.01 0.02
H 2.913837 -2.084236 1.523500 0.01 0.00 -0.01 0.04
H 1.830066 -2.955313 0.456460 -0.02 -0.02 -0.01 0.02
H 1.174910 -1.814009 1.647233 -0.01 0.00 -0.01 0.01
H -1.948910 -1.080153 -3.361810 0.01 -0.02 0.00 0.00
H -1.647358 -2.780683 -3.700203 0.03 -0.02 -0.01 0.05
H -0.715872 -1.549681 -4.545251 -0.02 -0.01 -0.01 0.04
H -0.979392 -2.230438 0.296468 -0.09 0.00 0.22 -0.01
H -0.319436 -3.548915 -0.407793 0.04 0.02 0.02 0.06
H -1.920593 -3.042341 -0.993731 0.01 0.00 -0.03 0.05
H 1.997689 -2.831942 -3.520922 -0.01 0.02 -0.01 0.04
H 0.839405 -4.096284 -3.114052 0.02 0.00 0.00 0.04
H 1.995573 -3.534887 -1.903171 0.02 0.01 0.01 0.02
H -0.002220 0.576090 -4.655537 0.01 0.04 0.01 0.04
H -0.330568 2.271599 -4.329739 -0.02 0.01 0.01 0.04
H -1.460697 1.034766 -3.773849 0.01 0.00 0.02 0.02
H 2.788585 1.480857 -3.502757 -0.02 -0.05 0.01 0.04
H 2.854285 2.270439 -1.923171 0.05 -0.02 0.04 0.02
H 1.981784 3.016244 -3.262018 0.02 0.01 0.01 0.04
H 0.234632 4.234508 -1.769442 0.02 0.00 0.01 0.11
H -0.934695 5.439929 0.063135 0.00 0.00 0.01 0.12
H -2.071638 4.093895 1.850714 0.00 0.01 -0.01 0.12
H -2.010186 1.620075 1.693228 -0.04 0.01 0.00 0.08
Br -4.058191 0.460547 -1.402765 0.02 -0.01 0.01 0.83
C -4.070520 -0.269273 0.334777 -0.04 -0.04 0.00 -0.72
C -5.287106 -0.434165 0.975382 0.01 0.01 -0.02 -0.09
C -5.287761 -0.974080 2.248589 -0.01 0.00 0.02 -0.03
C -4.081549 -1.325142 2.835630 0.01 0.01 -0.02 -0.03
C -2.917216 -1.124363 2.125677 0.02 -0.05 0.00 -0.13
N -2.904978 -0.605921 0.884332 0.09 0.07 0.02 -0.13
H -6.199794 -0.145184 0.476733 0.00 0.00 0.00 0.11
H -6.221756 -1.116057 2.775322 0.00 0.00 0.00 0.12
H -4.034739 -1.744301 3.829891 -0.01 0.00 0.00 0.12
H -1.947562 -1.349950 2.547869 -0.07 0.00 -0.04 0.08
C 2.576246 -0.201917 4.908681 0.01 -0.02 -0.02 -0.08
C 1.766770 1.027070 4.489626 0.03 -0.02 -0.03 -0.22
C 0.560107 0.658718 3.751037 -0.04 0.04 0.06 -0.19
N -0.391278 0.361197 3.180889 0.07 -0.02 0.01 0.18
H 3.469868 0.113346 5.443609 0.00 0.00 0.00 0.08
H 2.881877 -0.782204 4.038072 -0.01 0.02 0.01 0.07
H 1.993557 -0.848167 5.562758 0.00 0.00 0.00 0.08
H 2.354166 1.681138 3.843733 0.01 0.02 0.01 0.11
H 1.461767 1.613661 5.357150 0.00 -0.01 0.00 0.12
```
Positions in Å, forces in eV/Å.

Computed properties:
* relative energy (zero: lowest compared OMol25 entry of this formula, charge and spin): 0.0 kcal per mole
* HOMO energy: -11.597 eV
* Kohn-Sham gap: 0.3330 Eh
* charge: +1

***

[2]
Entry from the OMol25 dataset: a single C22H37BrO9P2 molecule in a non-equilibrium geometry (ωB97M-V/def2-TZVPD).

```
71
Properties=species:S:1:pos:R:3:forces:R:3:lowdin_charge:R:1
C 2.646051 -1.798076 2.430749 -0.54 -0.71 0.03 -0.16
C 3.807575 -0.658454 2.629914 -0.11 -0.39 0.59 -0.25
C 4.064941 0.272333 1.264392 0.10 -0.46 1.36 -0.15
C 2.814319 1.335440 1.212243 0.32 -1.10 1.83 -0.21
O 2.815672 2.239694 0.051355 -2.97 -0.39 0.00 -0.15
C 1.390864 2.580559 -0.274809 1.67 -1.32 0.89 -0.32
O 0.859757 1.420421 -1.004649 -1.74 2.51 0.58 -0.16
C -0.524730 1.683806 -1.505763 0.87 -0.99 -0.68 -0.28
O -0.345240 1.998053 -2.957492 0.68 -0.25 1.82 -0.08
C -1.347519 0.256893 -1.261672 0.66 0.12 -0.38 -0.44
C -0.854669 -0.777453 -2.452792 -0.13 -0.09 -0.32 -0.13
C -1.104388 -2.369799 -2.104359 0.44 -0.33 -1.04 -0.19
C 0.192147 -3.144123 -1.467390 2.48 -2.56 2.11 -0.15
C -0.108493 -4.664075 -0.838471 4.30 0.94 0.35 -0.04
C 1.151284 -5.553475 -0.216800 0.90 3.40 -1.46 -0.07
C 2.708397 -4.960295 -0.201298 -2.84 2.79 -1.61 -0.08
C 3.017832 -3.450793 -0.765164 -4.63 -2.09 -0.25 -0.07
C 1.730743 -2.580952 -1.388882 -0.48 -3.13 1.17 -0.03
O -2.801311 0.417165 -1.152660 0.61 1.64 -2.52 -0.23
C -3.404925 1.083637 -2.305975 -0.36 0.47 -0.38 -0.61
Br -5.052190 -0.023320 -2.780409 1.19 0.54 0.20 0.65
C -3.958870 2.602763 -2.042154 -1.08 -0.08 0.20 -0.10
C -4.759472 2.642814 -0.608000 -5.25 -1.22 2.53 -0.27
O -6.013376 2.164434 -0.405077 8.21 3.13 -1.59 -0.06
O -4.082723 3.271403 0.548691 -2.69 -1.41 -2.47 -0.02
P -0.767539 -0.333202 0.503630 0.82 -0.36 0.81 1.05
C -1.171396 1.145352 1.707332 -2.11 -0.33 0.81 -0.38
C -0.287402 1.076643 3.091525 0.60 0.46 -0.35 -0.17
C -1.923861 -1.735615 1.159417 -1.84 -0.47 0.02 -0.40
C -1.890404 -1.907607 2.796194 0.12 -0.06 -0.78 -0.17
P 1.437194 4.216240 -1.257766 3.47 5.80 0.51 0.81
O 2.386282 5.224421 -0.495867 -3.62 -3.83 -2.39 -0.35
O 2.091250 4.034723 -2.899949 -1.00 -0.91 2.87 -0.22
O -0.145551 5.016090 -1.361416 2.23 -3.44 -1.34 -0.20
H 3.085899 -2.897793 2.281691 -0.80 2.55 0.20 0.08
H 1.979783 -1.566606 1.494983 1.22 -0.45 1.73 0.04
H 1.905821 -1.900770 3.361461 1.69 0.45 -1.90 0.07
H 3.510098 0.023742 3.563149 0.68 -1.27 -2.15 0.11
H 4.791493 -1.234193 2.959777 -1.91 1.45 -0.87 0.11
H 5.123588 0.780378 1.448452 -2.40 -0.81 -0.75 0.12
H 4.116956 -0.473288 0.359072 -0.22 1.70 1.57 0.11
H 1.825192 0.692595 1.310602 1.93 1.32 -0.65 0.09
H 2.873231 1.969524 2.220604 -0.02 -1.08 -2.19 0.14
H 0.880777 2.800162 0.755511 0.44 -0.41 -2.03 0.15
H -1.039546 2.587494 -0.970341 0.93 -1.71 -0.96 0.15
H 0.622303 1.837389 -3.209565 -1.88 0.29 0.83 0.13
H -1.414921 -0.589186 -3.490264 1.05 -0.09 2.48 0.13
H 0.283213 -0.518169 -2.682067 -2.46 -0.85 0.66 0.12
H -1.311053 -2.895872 -3.156260 0.53 1.07 2.28 0.13
H -2.117209 -2.541984 -1.495475 2.47 0.48 -1.08 0.12
H -1.196566 -5.143528 -0.817819 2.61 1.27 -0.13 0.10
H 1.014858 -6.655564 0.218580 0.10 2.79 -1.12 0.08
H 3.595490 -5.607904 0.210773 -2.06 1.36 -0.86 0.08
H 4.094901 -2.969336 -0.775149 -2.51 -1.18 0.06 0.09
H 1.997487 -1.512167 -1.781429 -0.74 -2.24 0.84 0.07
H -2.767051 1.104240 -3.283210 -0.94 -0.21 2.09 0.11
H -3.157301 3.451463 -2.161935 -1.33 -1.85 0.67 0.12
H -4.772800 2.810244 -2.891173 1.74 -0.52 2.08 0.14
H -4.816664 3.348772 1.246344 1.31 -0.41 -1.46 0.14
H -2.303790 0.953493 2.035205 2.28 0.68 -0.80 0.09
H -1.168012 2.182719 1.167482 0.12 -1.94 1.17 0.07
H 0.635457 1.796303 2.987807 -1.76 -1.40 0.31 0.06
H -0.921054 1.450317 4.014521 1.27 -0.92 -1.94 0.09
H 0.152129 -0.005772 3.277175 -1.06 2.28 -0.34 0.06
H -3.016067 -1.443257 0.831963 1.89 -0.78 0.66 0.09
H -1.667540 -2.801577 0.693438 -0.27 2.56 0.84 0.07
H -2.405931 -0.994391 3.318129 1.23 -1.77 -0.90 0.07
H -2.488416 -2.878129 3.069970 1.21 1.89 -0.51 0.08
H -0.764650 -2.038485 3.097501 -2.27 0.28 -0.24 0.06
H 3.015390 3.645896 -2.862004 -1.45 0.73 0.39 0.09
H -0.745748 4.507596 -1.994125 1.10 0.87 0.91 0.06
```
Positions in Å, forces in eV/Å.

Computed properties:
* HOMO energy: -8.212 eV
* Kohn-Sham gap: 0.3002 Eh
* SMILES: CCCCO[C@H](O[C@@H](O)[C@](CCc1ccccc1)(O[C@@H](Br)CC(=O)O)P(CC)CC)P(=O)(O)O
* charge: 0

***

[3]
Entry from the OMol25 dataset: a molecular structure, C22H37ClN6O2Ru in a non-equilibrium geometry (ωB97M-V/def2-TZVPD).

```
69
Properties=species:S:1:pos:R:3:forces:R:3:lowdin_spin:R:1
Ru -2.796684 1.570196 1.031573 2.33 -2.24 0.84 3.36
C -4.308278 4.227834 1.772895 0.15 -0.02 0.10 0.01
C -2.983554 4.552735 1.048682 -0.43 0.23 0.08 0.02
N -2.690944 3.581548 -0.008718 -0.70 -0.91 0.23 0.07
C -3.806531 3.191457 -0.884501 -0.38 0.79 -0.74 0.02
C -4.191272 1.718758 -1.157623 -0.70 -0.34 -0.89 0.02
N -4.570653 0.765619 -0.093923 0.20 0.67 -0.18 0.11
C -5.827810 0.990072 0.618305 -0.11 0.07 0.02 0.01
C -5.872709 2.350385 1.325514 -0.13 -0.20 0.04 0.00
N -4.580795 2.773259 1.917872 0.01 0.01 0.51 0.05
H -5.142180 4.678764 1.238627 0.01 0.03 -0.02 0.00
H -4.289582 4.719578 2.745818 0.05 -0.07 0.02 0.00
H -2.153196 4.544131 1.755857 0.03 -0.03 -0.05 0.00
H -3.100139 5.577514 0.677983 0.20 -0.04 -0.10 0.00
H -1.845632 3.755712 -0.517158 0.36 0.21 -0.06 0.00
H -3.624488 3.539173 -1.906962 0.09 0.17 0.10 0.00
H -4.689927 3.734241 -0.565878 -0.02 0.01 -0.04 0.00
H -3.407254 1.234758 -1.741354 0.04 0.00 0.07 0.00
H -5.046107 1.842313 -1.840504 0.10 -0.02 -0.07 0.01
H -4.518825 -0.166122 -0.492971 0.04 0.01 0.31 0.01
H -5.932227 0.178427 1.338096 0.05 0.01 0.02 0.00
H -6.698801 0.948113 -0.047536 0.06 -0.05 -0.03 0.00
H -6.659060 2.313280 2.082556 0.05 0.00 0.02 0.00
H -6.188191 3.113259 0.619165 0.03 0.01 -0.05 0.00
H -4.563963 2.521799 2.906399 -0.12 0.17 -0.33 0.00
C 1.775935 -2.745496 0.700730 -0.02 0.03 0.00 0.00
C 2.740791 -1.856549 1.483572 0.14 -0.03 0.04 0.00
C 3.675456 -2.763224 2.307394 -0.02 0.04 -0.02 0.00
C 1.945936 -1.031032 2.509202 -0.07 0.00 0.03 0.00
C 3.587869 -0.939952 0.530157 -0.08 -0.01 -0.07 0.00
O 4.350071 -0.024390 1.309941 0.11 0.07 0.04 0.00
C 4.572822 -1.752059 -0.390365 -0.09 0.00 0.08 0.00
C 4.503074 -1.684036 -1.931216 -0.02 0.06 0.04 0.00
C 3.404689 -2.480639 -2.595021 -0.02 0.03 0.03 0.00
C 3.352280 -3.865956 -2.459927 -0.02 0.00 0.05 0.00
C 2.351227 -4.612487 -3.058427 -0.01 0.01 0.01 0.00
C 1.385542 -3.966319 -3.814647 0.05 0.04 0.02 0.00
Cl 0.121165 -4.888067 -4.559726 -0.05 -0.04 -0.03 0.00
C 1.429067 -2.595439 -3.994811 0.00 -0.02 -0.01 0.00
C 2.441648 -1.865519 -3.388108 0.01 0.01 0.05 0.00
C 2.759791 -0.019204 -0.375239 0.09 -0.08 -0.01 0.00
N 1.739212 0.800195 0.254023 -0.11 0.07 -0.12 0.00
C 0.419421 0.654413 0.135269 0.08 -0.08 0.06 0.01
N -0.191560 1.566242 0.870478 -0.67 0.41 0.04 0.08
C 0.836222 2.270530 1.416910 0.11 -0.11 -0.05 0.00
N 2.021022 1.837810 1.062239 0.07 0.07 0.04 0.01
H 1.188709 -3.344719 1.398637 0.01 -0.01 -0.01 0.00
H 2.295277 -3.428928 0.031246 0.04 -0.03 -0.07 0.00
H 1.065713 -2.167012 0.106654 -0.01 0.00 0.00 0.00
H 3.077852 -3.319144 3.030086 -0.01 -0.02 -0.01 0.00
H 4.403388 -2.192227 2.889545 0.00 0.00 0.00 0.00
H 4.213046 -3.495984 1.709567 0.04 0.00 -0.05 0.00
H 1.580837 -1.701014 3.288685 0.00 -0.01 0.01 0.00
H 1.067683 -0.551155 2.080661 0.03 -0.08 0.10 0.00
H 2.567740 -0.268178 2.974907 0.00 0.00 0.00 0.00
H 4.919285 -0.520215 1.907753 0.01 0.00 -0.01 0.00
H 4.549484 -2.803355 -0.113831 -0.03 -0.06 0.01 0.00
H 5.562337 -1.385034 -0.116747 0.03 -0.04 0.03 0.00
H 5.459659 -2.074087 -2.287330 0.01 0.00 0.00 0.00
H 4.466008 -0.652504 -2.283477 0.00 0.02 0.00 0.00
H 4.110098 -4.376269 -1.876363 0.00 -0.01 0.01 0.00
H 2.315575 -5.687119 -2.947316 0.01 -0.01 0.01 0.00
H 0.686151 -2.111074 -4.613226 0.00 0.01 0.00 0.00
H 2.488628 -0.794125 -3.549272 -0.01 0.01 0.01 0.00
H 2.240154 -0.608536 -1.122835 0.00 -0.04 -0.12 0.00
H 3.456401 0.657536 -0.866972 -0.03 0.01 -0.02 0.00
H -0.067548 -0.131657 -0.416970 0.00 0.02 -0.03 0.00
H 0.709464 3.101845 2.090195 0.00 0.02 -0.01 0.00
O -2.088800 -0.442679 0.851791 -0.75 1.24 0.11 1.19
```
Positions in Å, forces in eV/Å.

Computed properties:
* relative energy (zero: lowest compared OMol25 entry of this formula, charge and spin): 51.1 kcal per mole
* 2S+1: 6
* HOMO energy (alpha / beta): -10.704 / -10.704 eV
* Kohn-Sham gap (alpha / beta): 0.3085 / 0.2636 Eh
* charge: +1

***

Number 1: total energy -4586.50607 Eh. Number 2: total energy -4793.80020 Eh. Number 3: total energy -1894.21663 Eh.